Record 1
Here is a 2-piece molecular cluster, C9H14O overall in a non-equilibrium geometry from OMol25. Energies are from wB97M-V/def2-TZVPD.

Summary:
* HOMO-LUMO gap: 0.33945 hartree
* energy relative to the best compared isomer or geometry (same formula, charge and spin): 27.68 kJ/mol
* electronic energy: -11607.350 eV
* SMILES string: Cc1ccc(O)cc1.CC
* charge: 0

```
24
Properties=species:S:1:pos:R:3:forces:R:3:lowdin_charge:R:1
C 1.46421 0.73806 2.48786 0.584 -0.007 0.396 -0.06
C 0.83407 0.49084 -1.29711 -0.049 -0.287 0.422 -0.02
C 0.52898 -0.85185 -1.39486 -0.093 -0.174 -0.128 -0.34
C 1.06908 1.03858 -0.04307 0.061 0.800 0.051 -0.05
C 1.08515 0.27647 1.11168 0.179 -0.946 -0.211 -0.30
C 0.47677 -1.64212 -0.25212 0.462 0.081 -0.115 -0.02
C 0.85390 -1.10207 0.95965 -0.302 0.868 0.215 -0.05
O 0.31086 -1.37888 -2.64063 -0.397 -0.537 0.167 0.04
H 0.88575 1.07936 -2.18938 -0.042 0.296 -0.303 0.11
H 1.23855 2.11358 0.01446 0.064 -0.178 0.059 0.12
H 0.22517 -2.68398 -0.35080 0.021 -0.331 0.066 0.11
H -0.02067 -2.29066 -2.53298 0.273 0.599 -0.159 0.11
H 2.51945 0.51771 2.66379 0.174 0.065 -0.119 0.08
H 0.96211 0.14708 3.25347 -0.310 0.137 -0.042 0.07
H 0.96781 -1.69300 1.85378 -0.266 -0.424 0.020 0.11
H 1.35388 1.79441 2.72889 -0.304 0.036 -0.329 0.08
C -2.98457 0.48863 -0.15981 1.070 -0.419 0.668 -0.16
C -2.40900 1.45392 0.88837 -0.353 -0.470 -0.103 -0.16
H -2.27403 0.43872 -0.99358 -0.515 0.355 -0.244 0.05
H -2.94996 -0.53704 0.21288 -0.361 -0.014 0.217 0.06
H -3.99597 0.74070 -0.43327 -0.212 0.055 -0.429 0.05
H -1.47064 1.03756 1.24997 0.315 0.456 -0.276 0.04
H -3.00980 1.54063 1.79421 -0.382 0.055 -0.171 0.06
H -2.32203 2.43912 0.42367 0.387 -0.015 0.348 0.07
```
Forces are in eV/Å.

Record 2
Here is a 2-piece molecular cluster, C9H14O overall in a non-equilibrium geometry from OMol25. Energies are from wB97M-V/def2-TZVPD.

Summary:
* HOMO-LUMO gap: 0.33833 hartree
* energy relative to the best compared isomer or geometry (same formula, charge and spin): 103.59 kJ/mol
* electronic energy: -11606.563 eV
* SMILES string: Cc1ccc(O)cc1.CC
* charge: 0

```
24
Properties=species:S:1:pos:R:3:forces:R:3:lowdin_charge:R:1
C -1.47828 3.16089 0.84356 0.215 1.231 0.876 -0.18
C -1.06834 1.97552 -0.00363 -0.122 0.228 -0.262 -0.17
H -2.21875 2.91960 1.59586 0.160 -0.794 0.531 0.05
H -0.58572 3.53929 1.35936 -0.290 0.049 0.089 0.06
H -2.00165 4.05794 0.47401 0.564 -0.408 -1.119 0.06
H -0.40973 1.32622 0.59514 -0.891 -0.252 -0.080 0.07
H -0.42444 2.19775 -0.84541 0.052 0.613 -0.310 0.06
H -1.96464 1.52121 -0.43572 0.316 -0.583 0.294 0.07
C 0.48029 -0.48739 -2.52155 0.807 -0.758 -0.897 -0.07
C 0.64945 -1.87753 1.51629 -0.147 -1.906 -0.236 -0.31
C 1.84527 -1.70536 0.82990 0.831 1.606 1.076 -0.04
C -0.57896 -1.66289 0.88426 -0.884 0.596 -0.011 -0.03
C 1.79303 -1.21080 -0.45303 -0.083 0.092 -1.192 -0.07
C -0.63560 -1.30978 -0.44710 2.504 0.233 -0.451 -0.06
C 0.59555 -1.07850 -1.13069 -2.117 -0.023 -0.356 -0.28
O 0.63850 -2.59911 2.69470 -0.102 1.079 0.166 0.04
H 2.81934 -1.57053 1.37726 -1.022 -0.894 -0.463 0.13
H 1.53338 -2.56770 3.04899 -0.008 -0.131 0.139 0.10
H -1.52503 -1.59253 1.41810 0.338 -0.723 0.354 0.12
H 2.69583 -0.93584 -0.98857 0.100 -0.033 0.183 0.11
H -1.52472 -1.12123 -1.02818 -0.379 -0.047 0.442 0.11
H 1.39303 0.08724 -2.67445 -0.219 0.364 -0.384 0.07
H -0.40996 0.09562 -2.69889 -0.156 0.730 0.613 0.06
H 0.38215 -1.16209 -3.41021 0.534 -0.268 0.996 0.09
```
Forces are in eV/Å.